1.
This record from the Open Molecules 2025 dataset describes a single C5H13NOS molecule at a distorted geometry. The level of theory is ωB97M-V/def2-TZVPD.

The frontier orbital gap comes out at 9.4 eV. As for the HOMO energy: -8.739 eV. Its structure (SMILES) is CC(C)N=S(C)(C)=O. Its total energy is -19765.4897 eV. For the energy above the lowest of the compared OMol25 structures with the same formula, charge and spin, the calculation gives 83.3 kcal per mole.

Cartesian coordinates (Å):
C -1.318 0.573 1.973
C -1.046 1.854 -0.234
C 1.222 -2.385 -0.313
C 1.339 0.135 -1.754
C -1.377 0.542 0.306
N -0.639 -0.631 -0.193
O 1.804 -0.107 0.886
S 0.900 -0.614 -0.134
H -0.354 0.601 2.453
H -1.901 1.324 2.486
H -1.809 -0.410 2.223
H -0.258 2.187 0.396
H -1.750 2.638 -0.295
H -0.644 1.682 -1.205
H 2.182 -2.540 0.021
H 0.620 -3.011 0.429
H 1.136 -2.794 -1.256
H 1.293 1.227 -1.559
H 2.404 -0.175 -2.015
H 0.617 -0.326 -2.308
H -2.422 0.230 0.094

2.
This record from the Open Molecules 2025 dataset describes 4 unconnected molecules or ions with the total composition C40H80F9IN8O6PS at a distorted geometry. The level of theory is ωB97M-V/def2-TZVPD.

The frontier orbital gap comes out at 4.2 eV. As for the HOMO energy: -8.972 eV. The total charge is +1. Its total energy is -119639.0225 eV.

Cartesian coordinates (Å):
C 2.388 0.912 4.381
C 1.266 1.789 3.557
O 1.499 1.601 2.116
P 0.383 0.336 1.576
O -1.069 0.962 1.556
C 0.872 -0.066 -0.227
C -0.312 0.496 -1.262
C -1.591 -0.574 -1.351
N -2.190 -0.488 -2.760
C -1.357 -0.913 -3.987
C -0.851 -2.451 -3.681
N -0.132 -3.120 -4.832
C 1.352 -2.789 -4.863
C 1.574 -1.693 -6.099
C -0.159 -4.624 -4.487
C 0.376 -5.237 -3.044
O -0.650 -5.528 -5.375
C -3.500 -0.021 -2.929
N -4.520 0.412 -1.891
C -5.843 0.818 -2.502
S -7.456 1.386 -1.649
O -8.479 1.999 -2.656
O -7.216 2.428 -0.531
C -8.252 -0.229 -1.018
F -8.805 -0.888 -2.260
F -7.241 -1.194 -0.484
C -9.535 0.021 -0.028
F -10.188 -1.330 0.150
F -10.600 0.864 -0.690
C -9.167 0.624 1.451
F -9.577 2.076 1.529
F -7.722 0.600 1.795
C -9.962 -0.123 2.685
F -11.462 -0.124 2.509
F -9.734 0.697 3.933
F -9.434 -1.500 2.988
N -5.594 0.668 -3.986
C -6.506 0.953 -5.169
C -5.962 2.400 -5.808
C -6.448 2.648 -7.355
I -6.563 4.156 -4.648
N -4.307 0.196 -4.190
O 0.461 -1.089 2.576
C -0.391 -2.173 2.036
C 0.524 -3.334 1.276
H 3.464 1.360 4.185
H 2.434 -0.228 4.058
H 2.092 0.928 5.514
H 1.440 2.948 3.774
H 0.162 1.488 3.818
H 1.146 -1.194 -0.420
H 1.848 0.560 -0.506
H -0.695 1.579 -0.954
H 0.233 0.639 -2.299
H -1.271 -1.656 -1.040
H -2.353 -0.200 -0.512
H -0.500 -0.159 -4.243
H -2.071 -0.992 -4.938
H -0.108 -2.487 -2.752
H -1.815 -3.089 -3.436
H 1.747 -2.255 -3.895
H 2.045 -3.748 -5.006
H 2.611 -1.901 -6.607
H 1.561 -0.629 -5.564
H 0.649 -1.809 -6.811
H 1.196 -4.527 -2.572
H 0.705 -6.361 -3.097
H -0.564 -5.182 -2.312
H -6.273 0.124 -5.974
H -7.647 0.976 -4.908
H -4.777 2.330 -5.732
H -6.230 3.777 -7.616
H -5.753 1.987 -8.042
H -7.583 2.436 -7.556
H -4.004 0.016 -5.179
H -1.271 -1.768 1.346
H -0.862 -2.724 2.983
H 0.316 -3.192 0.113
H 1.683 -3.093 1.430
H 0.224 -4.404 1.657
C 5.297 5.527 4.469
C 5.632 4.547 5.589
N 6.609 3.521 5.213
C 6.721 2.443 6.203
C 7.258 2.803 7.585
C 7.883 4.003 4.676
C 8.715 4.934 5.552
H 4.935 5.002 3.578
H 4.506 6.212 4.798
H 6.158 6.141 4.187
H 4.694 4.057 5.874
H 5.961 5.116 6.465
H 7.334 1.632 5.788
H 5.725 2.000 6.333
H 8.338 2.954 7.571
H 7.061 1.981 8.281
H 6.783 3.698 7.998
H 7.682 4.518 3.727
H 8.504 3.146 4.384
H 8.111 5.699 6.045
H 9.456 5.454 4.935
H 9.269 4.380 6.312
C 11.551 -1.635 11.271
C 11.997 -0.935 9.991
N 10.918 -0.714 9.024
C 11.406 -0.285 7.707
C 12.101 1.069 7.616
C 9.742 0.007 9.514
C 9.956 1.407 10.082
H 11.071 -2.594 11.051
H 12.421 -1.834 11.908
H 10.857 -1.022 11.855
H 12.762 -1.570 9.532
H 12.495 0.003 10.261
H 10.574 -0.303 6.990
H 12.104 -1.049 7.340
H 11.387 1.893 7.663
H 12.619 1.153 6.655
H 12.850 1.209 8.401
H 9.263 -0.605 10.289
H 8.988 0.061 8.718
H 10.831 1.468 10.733
H 9.086 1.696 10.681
H 10.055 2.150 9.289
C -8.965 -3.534 -7.405
C -8.709 -2.202 -8.104
N -7.433 -2.140 -8.822
C -7.085 -0.783 -9.261
C -7.987 -0.122 -10.299
C -7.192 -3.192 -9.811
C -8.195 -3.336 -10.951
H -8.155 -3.778 -6.709
H -9.896 -3.477 -6.827
H -9.075 -4.358 -8.116
H -8.718 -1.429 -7.327
H -9.555 -1.986 -8.765
H -6.053 -0.776 -9.636
H -7.062 -0.137 -8.373
H -7.818 -0.529 -11.297
H -7.763 0.949 -10.351
H -9.048 -0.220 -10.054
H -7.136 -4.153 -9.283
H -6.188 -3.068 -10.239
H -9.231 -3.258 -10.612
H -8.080 -4.319 -11.419
H -8.025 -2.592 -11.731

3.
This record from the Open Molecules 2025 dataset describes a single C3H5NO molecule at a distorted geometry. The level of theory is ωB97M-V/def2-TZVPD.

The frontier orbital gap comes out at 9.8 eV. As for the HOMO energy: -8.924 eV. Its structure (SMILES) is Cc1co[nH]1. Its total energy is -6724.4078 eV. For the energy above the lowest of the compared OMol25 structures with the same formula, charge and spin, the calculation gives 119.1 kcal per mole.

Cartesian coordinates (Å):
C 1.006 0.986 0.068
C -0.013 0.163 -0.055
C -1.432 -0.172 -0.174
N 1.347 -1.020 -0.048
O 2.119 0.238 -0.072
H 0.961 2.103 0.202
H -1.659 -1.118 -0.701
H -1.800 -0.222 0.908
H -1.771 0.548 -0.937
H 1.243 -1.505 0.808

4.
This record from the Open Molecules 2025 dataset describes a molecular structure, C27H46BrNNiOP2S at a distorted geometry. The level of theory is ωB97M-V/def2-TZVPD.

The frontier orbital gap (alpha / beta) comes out at 7.3 / 3.6 eV. As for the HOMO energy (alpha / beta): -12.713 / -12.711 eV. Its spin multiplicity is 3. The total charge is +2. Its total energy is -172763.2872 eV. For the energy above the lowest of the compared OMol25 structures with the same formula, charge and spin, the calculation gives 0.0 kcal per mole. The expectation value of S² is 2.0069.

Cartesian coordinates (Å):
N 7.376 -1.992 -5.791
C 7.681 -1.145 -4.806
C 6.740 -0.705 -3.859
C 5.415 -1.223 -3.903
C 5.113 -2.080 -4.980
C 6.119 -2.442 -5.900
C 4.389 -0.890 -2.905
Ni -0.880 -0.349 0.521
P -2.682 -1.581 3.820
C 3.216 -1.569 -2.710
C 2.316 -1.161 -1.671
C 1.540 -2.094 -0.972
C 0.968 -1.749 0.255
C 1.333 -0.458 0.807
C 1.801 0.565 -0.051
C 2.399 0.183 -1.230
Br 0.913 -0.067 2.615
H 4.675 -0.053 -2.262
H 3.041 -2.490 -3.268
H 7.073 -0.011 -3.078
H 4.099 -2.481 -5.085
H 8.734 -0.800 -4.762
H 5.881 -3.124 -6.724
H 1.457 -3.111 -1.373
H 3.020 0.883 -1.781
H 0.301 -2.464 0.741
H 1.730 1.604 0.217
P -2.080 0.655 -0.845
C -0.963 -1.910 4.381
C -0.882 -3.052 5.387
H -0.582 -0.986 4.842
H -0.337 -2.125 3.501
H 0.107 -3.112 5.855
H -1.620 -2.901 6.180
H -1.076 -4.009 4.899
C -2.944 -2.536 2.300
C -4.232 -3.372 2.361
H -2.076 -3.197 2.166
H -2.971 -1.837 1.441
H -4.261 -4.111 1.555
H -4.304 -3.914 3.310
H -5.121 -2.739 2.260
C -2.907 0.195 3.484
C -3.750 0.926 4.538
H -3.375 0.280 2.486
H -1.906 0.649 3.411
H -4.158 1.848 4.120
H -4.575 0.300 4.882
H -3.160 1.223 5.407
C -2.799 2.253 -0.469
C -3.630 2.841 -1.600
H -1.973 2.918 -0.191
H -3.404 2.112 0.434
H -3.006 3.308 -2.371
H -4.268 2.092 -2.079
H -4.282 3.620 -1.196
C -3.353 -0.584 -1.159
C -2.915 -1.802 -1.961
H -4.147 -0.041 -1.675
H -3.736 -0.897 -0.184
H -2.812 -1.568 -3.023
H -1.963 -2.212 -1.615
H -3.670 -2.589 -1.871
C -1.118 0.770 -2.360
C -0.323 2.046 -2.573
H -1.849 0.658 -3.169
H -0.432 -0.076 -2.397
H 0.631 1.842 -3.067
H -0.848 2.769 -3.209
H -0.090 2.569 -1.644
C 0.342 4.090 2.682
S 0.729 4.867 1.086
C 2.535 4.933 1.198
O 0.408 3.845 0.036
H 1.031 4.502 3.432
H 0.425 2.995 2.601
H -0.689 4.409 2.921
H 2.886 4.119 1.846
H 2.921 4.829 0.179
H 2.803 5.911 1.612